19
Properties=species:S:1:pos:R:3:forces:R:3:lowdin_charge:R:1 method="wB97M-V/def2-TZVPD" lumo_energy_ev=-2.891 homo_lumo_gap_ev=11.578 relative_energy_kcal_mol=88.6 total_charge=+1 smiles="CC1=C(C)[N+]1(C)C"
C 2.00978 1.42898 0.02077 -2.82 0.12 1.01 0.05
C 0.66547 0.84344 0.08248 -2.62 0.58 -1.64 -0.01
C -0.63295 0.88122 0.00235 1.55 -0.74 0.48 -0.15
C -1.95950 1.41276 0.06102 -1.85 0.91 -3.80 0.00
N -0.08655 -0.47312 -0.08772 3.13 -1.96 2.98 -0.17
C 0.06568 -1.31847 1.16439 -0.95 -0.98 -1.26 0.03
C -0.07064 -1.39718 -1.21931 3.98 1.27 -0.86 0.02
H 2.31399 1.62339 0.98823 0.92 0.42 2.09 0.09
H 2.04641 2.31241 -0.52480 -0.36 1.65 -1.02 0.09
H 2.62043 0.77472 -0.41086 2.83 -2.77 -1.70 0.06
H -1.76939 2.53074 -0.10602 -1.18 -1.44 0.72 0.13
H -2.61498 1.04780 0.82508 0.21 0.44 1.26 0.08
H -2.64990 0.99118 -0.85580 2.07 1.20 1.57 0.16
H -0.28320 -2.35320 1.03559 0.36 0.35 -0.45 0.11
H 1.00610 -1.31000 1.64626 1.48 0.15 -0.32 0.10
H -0.56740 -0.94208 1.86787 -1.95 1.31 1.99 0.07
H -0.87724 -1.97946 -1.03415 -2.57 -1.99 -0.31 0.06
H -0.09174 -0.75229 -2.05973 -0.49 0.02 -1.37 0.10
H 0.89561 -2.05919 -1.30842 -1.75 1.45 0.64 0.16